16
Properties=species:S:1:pos:R:3 method="wB97M-V/def2-TZVPD" homo_lumo_gap_ha=0.38723 multiplicity=1
C 2.31 -0.28 -0.31
C 1.19 0.78 -0.34
C 0.04 0.30 0.52
O 0.02 0.50 1.72
C -1.07 -0.50 -0.15
C -2.43 -0.05 0.38
H 2.75 -0.45 -1.30
H 3.11 0.01 0.37
H 1.91 -1.24 0.04
H 0.84 0.94 -1.37
H 1.53 1.74 0.06
H -0.91 -1.56 0.07
H -1.01 -0.40 -1.24
H -2.61 1.00 0.15
H -3.24 -0.64 -0.06
H -2.45 -0.16 1.47

17
Properties=species:S:1:pos:R:3 method="wB97M-V/def2-TZVPD" homo_lumo_gap_ha=0.31952 multiplicity=1
C 3.22 0.65 0.10
S 2.17 -0.88 0.03
C 0.64 -0.13 -0.09
N 0.21 1.12 0.17
C -1.20 1.51 0.02
O -1.45 2.65 -0.03
C -2.15 0.40 -0.13
C -1.61 -0.86 -0.09
N -2.44 -1.91 0.14
N -0.32 -1.14 -0.29
H 4.37 0.45 -0.27
H 2.77 1.30 -0.75
H 3.02 1.27 0.97
H -3.23 0.40 0.11
H -1.97 -2.66 0.60
H -3.45 -1.82 0.59
H -0.08 -2.04 -0.53

18
Properties=species:S:1:pos:R:3 method="wB97M-V/def2-TZVPD" homo_lumo_gap_ha=0.32660 multiplicity=1
H 0.59 1.95 2.01
N 1.05 1.35 1.36
C 0.17 0.68 0.69
N -1.18 0.38 0.99
N -1.65 -0.91 0.81
N 0.60 -0.08 -0.46
C -0.11 -0.19 -1.68
C -1.31 0.37 -1.97
N 1.86 -0.70 -0.52
C 2.75 -0.58 0.35
H -1.61 0.94 1.67
H -1.83 -1.42 1.67
H -2.48 -0.98 0.22
H 0.40 -0.75 -2.44
H -1.72 0.16 -2.98
H -1.82 1.09 -1.27
H 3.62 -1.24 0.23
H 2.66 -0.07 1.30

80
Properties=species:S:1:pos:R:3 method="wB97M-V/def2-TZVPD" charge=+3 s2=3.763 homo_lumo_gap_ha="0.29677 / 0.21638" multiplicity=4
Re 0.35 0.11 -0.45
C 2.02 0.58 2.17
N 0.68 0.03 1.85
C 0.58 -1.39 2.22
C 1.32 -2.23 1.22
C 1.91 -3.44 1.55
C 2.60 -4.14 0.59
C 2.73 -3.59 -0.68
C 2.13 -2.38 -0.94
N 1.40 -1.71 -0.02
C -0.39 0.83 2.46
C -0.47 2.14 1.74
C -0.97 3.30 2.31
C -1.00 4.46 1.56
C -0.51 4.43 0.26
C -0.03 3.24 -0.24
N -0.01 2.10 0.48
C 2.88 0.95 0.99
C 4.13 1.51 1.21
C 4.94 1.80 0.14
C 4.49 1.50 -1.14
C 3.23 0.95 -1.29
N 2.42 0.70 -0.24
H 2.57 -0.16 2.77
H 1.91 1.46 2.81
H -0.47 -1.67 2.25
H 0.98 -1.58 3.22
H 1.82 -3.81 2.57
H 3.06 -5.09 0.82
H 3.30 -4.08 -1.46
H 2.24 -1.90 -1.90
H -0.21 1.00 3.53
H -1.33 0.28 2.36
H -1.31 3.28 3.34
H -1.38 5.38 1.98
H -0.50 5.32 -0.36
H 0.36 3.17 -1.24
H 4.46 1.70 2.23
H 5.92 2.24 0.29
H 5.09 1.68 -2.02
H 2.85 0.70 -2.26
C -4.04 1.25 -1.27
S -2.77 0.12 -1.69
O -2.44 0.27 -3.07
O -3.20 -1.22 -1.28
O -1.62 0.58 -0.78
H -4.88 1.02 -1.92
H -3.68 2.26 -1.47
H -4.31 1.13 -0.23
C -6.11 -2.46 2.77
N -4.95 -1.84 2.10
C -4.43 -0.66 2.78
C -4.31 -2.45 1.10
S -2.59 -2.16 0.88
N -4.93 -3.28 0.27
C -6.34 -3.11 -0.09
C -4.21 -4.21 -0.61
H -5.91 -2.45 3.84
H -6.22 -3.49 2.45
H -7.02 -1.91 2.57
H -5.29 -0.07 3.11
H -3.83 -0.07 2.10
H -3.85 -0.94 3.66
H -6.75 -2.21 0.36
H -6.93 -3.97 0.20
H -6.38 -3.00 -1.18
H -3.34 -4.62 -0.11
H -3.92 -3.70 -1.53
H -4.90 -5.02 -0.85
Br 0.65 1.61 -3.45
C 0.23 -0.22 -3.53
C 0.05 -0.80 -4.76
C -0.41 -2.10 -4.81
C -0.66 -2.77 -3.62
C -0.40 -2.13 -2.43
N 0.09 -0.87 -2.36
H 0.22 -0.22 -5.66
H -0.59 -2.58 -5.76
H -1.05 -3.77 -3.60
H -0.56 -2.62 -1.48

91
Properties=species:S:1:pos:R:3 method="wB97M-V/def2-TZVPD" charge=+1 homo_lumo_gap_ha=0.35561 multiplicity=1
C 3.75 -3.19 0.13
C 2.52 -3.76 -0.55
O 2.01 -2.77 -1.46
C 0.74 -2.99 -2.00
C 0.64 -4.36 -2.74
C 0.07 -5.51 -1.94
O -1.04 -5.55 -1.53
Cl 1.15 -6.89 -1.76
C 0.59 -1.85 -3.03
N -0.42 -0.85 -2.56
C -0.22 -0.37 -1.11
C -1.31 0.66 -0.85
C -1.24 1.36 0.52
C -2.34 0.86 1.44
O -1.35 2.76 0.24
O 1.07 0.07 -0.99
C 1.47 1.21 -1.75
C 2.81 1.71 -1.23
C 2.64 2.43 0.11
C 3.82 0.56 -1.17
C 5.23 0.97 -0.71
C 6.04 1.63 -1.85
C 5.97 -0.25 -0.14
C -0.45 -1.67 -0.27
Br 0.59 -1.58 1.36
N -0.27 -2.92 -0.96
H 3.49 -2.62 1.02
H 4.43 -4.00 0.42
H 4.27 -2.53 -0.56
H 1.74 -4.02 0.18
H 2.77 -4.66 -1.12
H 1.62 -4.60 -3.15
H -0.06 -4.27 -3.58
H 0.26 -2.19 -4.01
H 1.55 -1.34 -3.15
H -0.42 -0.04 -3.19
H -1.35 -1.26 -2.62
H -2.28 0.17 -0.99
H -1.25 1.45 -1.61
H -0.25 1.20 0.97
H -3.21 0.58 0.84
H -2.66 1.61 2.16
H -2.03 -0.03 2.00
H -1.96 3.15 0.87
H 1.56 0.94 -2.81
H 0.73 2.01 -1.66
H 3.16 2.44 -1.98
H 2.58 1.70 0.93
H 1.73 3.03 0.13
H 3.48 3.08 0.32
H 3.44 -0.23 -0.54
H 3.92 0.14 -2.18
H 5.15 1.69 0.10
H 7.04 1.19 -1.92
H 5.55 1.50 -2.82
H 6.17 2.70 -1.69
H 6.97 0.04 0.21
H 5.43 -0.68 0.70
H 6.10 -1.02 -0.91
H -1.48 -1.66 0.09
H -1.16 -3.32 -1.26
O -5.13 -0.29 -0.83
S -6.55 -0.16 -1.03
O -7.28 0.70 -0.16
O -7.19 -1.60 -1.03
C -6.90 -2.48 0.09
C -7.71 -2.14 1.32
C -6.90 0.26 -2.70
H -5.83 -2.46 0.28
H -7.16 -3.47 -0.28
H -7.42 -1.17 1.74
H -7.55 -2.90 2.08
H -8.77 -2.10 1.08
H -6.36 -0.42 -3.35
H -6.57 1.28 -2.84
H -7.97 0.18 -2.85
O 1.45 2.43 3.08
S 0.44 2.67 4.06
O -0.93 2.74 3.63
O 0.81 3.96 4.89
C 1.17 5.16 4.15
C -0.04 5.87 3.57
C 0.57 1.50 5.36
H 1.89 4.89 3.38
H 1.67 5.77 4.89
H -0.51 5.28 2.78
H 0.28 6.82 3.14
H -0.78 6.05 4.34
H 1.61 1.46 5.70
H 0.27 0.54 4.96
H -0.09 1.80 6.17

66
Properties=species:S:1:pos:R:3 method="wB97M-V/def2-TZVPD" charge=+1 homo_lumo_gap_ha=0.29952 multiplicity=1
C -0.17 3.71 0.77
C 0.04 2.98 -0.53
C -0.27 3.80 -1.74
N 0.58 1.83 -0.73
C 0.57 0.66 0.10
P 0.90 0.98 2.01
O -0.51 1.38 2.74
O 1.27 -0.50 2.63
C 2.00 0.01 -0.26
Cl 3.41 0.52 0.68
I 2.72 0.47 -2.29
N 1.82 -1.46 -0.25
C 2.96 -2.35 -0.65
C 0.44 -1.74 -0.83
S 0.11 -3.34 0.10
P 0.46 -2.26 -2.74
O -1.14 -2.39 -2.92
Cl 0.97 -4.27 -2.77
C -0.46 -0.51 -0.37
C -1.25 -0.91 0.93
C -2.52 -1.79 0.76
C -3.86 -1.06 1.01
C -4.78 -0.94 -0.21
C -6.12 -0.30 0.11
N -6.95 -0.05 -1.08
C -1.64 0.00 -1.23
C -1.63 0.94 -2.42
O -2.46 1.78 -2.49
Br -0.50 0.72 -3.96
H 0.01 4.77 0.62
H -1.22 3.63 1.07
H 0.48 3.36 1.57
H 0.18 3.38 -2.63
H 0.14 4.80 -1.61
H -1.35 3.90 -1.83
H -1.23 1.60 2.14
H 0.52 -1.00 2.99
H 1.69 -1.72 0.75
H 2.97 -3.24 -0.03
H 3.88 -1.80 -0.42
H 2.96 -2.56 -1.70
H -1.01 -3.75 -0.49
H -1.46 -3.30 -2.99
H -1.63 0.01 1.36
H -0.61 -1.44 1.61
H -2.55 -2.32 -0.18
H -2.46 -2.57 1.52
H -4.43 -1.62 1.75
H -3.71 -0.06 1.44
H -4.33 -0.35 -1.02
H -4.94 -1.94 -0.63
H -5.94 0.68 0.55
H -6.69 -0.94 0.79
H -6.54 0.73 -1.59
H -6.85 -0.83 -1.72
H -2.24 -0.83 -1.58
H -2.27 0.54 -0.53
C 7.63 1.39 1.28
C 7.31 0.23 2.20
O 6.17 0.50 3.02
H 7.81 2.29 1.85
H 8.51 1.17 0.67
H 6.79 1.59 0.60
H 8.14 0.04 2.88
H 7.13 -0.69 1.62
H 5.43 0.66 2.44

24
Properties=species:S:1:pos:R:3 method="wB97M-V/def2-TZVPD" homo_lumo_gap_ha=0.37328 multiplicity=1
C -2.75 0.17 -1.40
C -1.40 0.80 -1.07
N -1.58 2.19 -0.71
N -0.78 0.14 0.08
C -0.23 -1.13 -0.09
O 0.15 -1.59 -1.14
O -0.35 -1.85 1.05
H -2.62 -0.89 -1.62
H -3.43 0.29 -0.56
H -3.18 0.63 -2.29
H -0.70 0.63 -1.91
H -0.69 2.65 -0.59
H -2.10 2.68 -1.44
H -1.27 0.29 0.95
H 0.16 -2.67 0.94
C 2.74 -0.17 -0.23
C 2.02 0.12 0.84
C 2.19 -0.50 2.19
H 2.58 0.30 -1.18
H 3.51 -0.93 -0.21
H 1.09 0.81 0.75
H 2.54 -1.53 2.12
H 1.23 -0.52 2.71
H 2.90 0.07 2.80

79
Properties=species:S:1:pos:R:3 method="wB97M-V/def2-TZVPD" charge=+1 homo_lumo_gap_ha=0.25333 multiplicity=1
In -0.54 0.55 0.17
N -10.80 1.54 -0.55
C -9.67 1.42 -0.41
C -8.25 1.26 -0.24
C -7.68 1.41 1.02
C -6.31 1.27 1.17
C -5.50 0.97 0.08
C -6.08 0.80 -1.18
C -7.45 0.95 -1.34
C -4.03 0.81 0.25
C -3.33 1.88 0.77
C -3.85 3.16 1.11
C -2.82 3.89 1.66
C -1.69 3.06 1.62
N -1.97 1.87 1.10
C -3.50 -0.45 -0.12
C -4.25 -1.61 -0.39
C -3.35 -2.63 -0.67
C -2.08 -2.07 -0.58
N -2.15 -0.77 -0.24
H -8.31 1.64 1.87
H -5.87 1.37 2.16
H -5.46 0.57 -2.03
H -7.90 0.84 -2.32
H -4.86 3.49 0.95
H -2.86 4.90 2.04
H -0.69 3.29 1.97
H -5.32 -1.68 -0.35
H -3.58 -3.65 -0.92
H -1.14 -2.56 -0.77
C 5.75 -2.13 1.89
As 4.35 -0.93 1.24
C 4.79 -1.04 -0.67
C 5.27 0.76 1.60
H 6.71 -1.91 1.42
H 5.48 -3.16 1.68
H 5.85 -2.02 2.97
H 5.84 -0.78 -0.83
H 4.16 -0.36 -1.24
H 4.63 -2.05 -1.03
H 6.31 0.71 1.26
H 5.26 0.96 2.67
H 4.76 1.57 1.08
O -1.28 3.54 -1.75
S 0.10 3.29 -2.03
O 0.52 3.00 -3.36
N 0.58 2.04 -0.99
C 1.30 2.51 0.03
S 1.47 1.58 1.44
C 1.75 3.90 -0.15
C 2.62 4.64 0.64
C 2.86 5.96 0.28
C 2.25 6.52 -0.84
C 1.38 5.78 -1.63
C 1.15 4.48 -1.26
H 3.09 4.19 1.50
H 3.54 6.56 0.87
H 2.45 7.55 -1.09
H 0.89 6.22 -2.49
N 4.50 -8.81 1.36
C 4.02 -7.83 0.99
C 3.43 -6.61 0.53
C 3.94 -5.97 -0.60
C 3.38 -4.78 -1.03
C 2.30 -4.25 -0.34
C 1.76 -4.89 0.76
C 2.34 -6.07 1.20
N 1.74 -3.01 -0.78
C 1.55 -2.60 -2.09
C 1.00 -1.37 -2.02
N 0.86 -1.01 -0.70
C 1.29 -2.03 0.02
H 4.79 -6.39 -1.12
H 3.79 -4.26 -1.89
H 0.90 -4.48 1.27
H 1.93 -6.58 2.07
H 1.82 -3.22 -2.93
H 0.72 -0.71 -2.83
H 1.37 -2.06 1.09

13
Properties=species:S:1:pos:R:3 method="wB97M-V/def2-TZVPD" homo_lumo_gap_ha=0.37930 multiplicity=1
C 1.83 -0.07 0.21
C 0.58 0.57 -0.45
C -0.89 -0.19 -1.20
N -0.64 0.19 0.09
C -1.54 -0.10 1.02
O -2.55 -0.64 0.61
H 1.69 -0.10 1.30
H 2.75 0.51 0.05
H 2.02 -1.10 -0.11
H 0.71 1.67 -0.47
H -1.70 0.35 -1.71
H -0.97 -1.27 -1.39
H -1.30 0.18 2.05

47
Properties=species:S:1:pos:R:3 method="wB97M-V/def2-TZVPD" homo_lumo_gap_ha=0.31292 multiplicity=1
N -1.15 -3.51 -0.31
C -1.04 -2.07 -0.48
C -0.03 -1.76 -1.61
O 0.18 -0.65 -1.99
O 0.60 -2.88 -2.07
C -2.44 -1.45 -0.77
N -2.52 -0.14 -0.03
C -2.02 1.00 -0.78
C -1.99 2.33 0.01
C -0.55 2.85 0.32
C -0.73 4.35 0.52
C -2.07 4.74 -0.19
N -2.78 3.47 -0.53
C -1.73 -0.41 1.20
C -0.62 -1.43 0.87
C 0.75 -0.71 0.79
C 1.91 -1.73 0.67
C 3.28 -1.09 0.41
B 4.52 -2.08 0.58
O 5.70 -1.51 0.92
O 4.40 -3.42 0.29
H -1.33 -3.86 -1.23
H -0.24 -3.91 -0.04
H 1.18 -2.63 -2.81
H -3.22 -2.11 -0.40
H -2.61 -1.33 -1.85
H -1.02 0.71 -1.16
H -2.66 1.09 -1.65
H -2.45 2.19 1.00
H -0.08 2.31 1.16
H 0.10 2.73 -0.55
H -0.80 4.63 1.58
H 0.12 4.87 0.06
H -2.70 5.39 0.43
H -1.91 5.24 -1.14
H -2.96 3.41 -1.53
H -2.37 -0.80 2.00
H -1.26 0.50 1.60
H -0.59 -2.16 1.68
H 0.75 -0.02 -0.07
H 0.83 -0.05 1.65
H 1.73 -2.46 -0.13
H 1.99 -2.34 1.58
H 3.49 -0.31 1.17
H 3.26 -0.57 -0.56
H 5.80 -0.54 1.06
H 5.27 -3.87 0.37

| no. | E_tot (a.u.) |
| --- | --- |
| 1 | -271.74397 |
| 2 | -832.37807 |
| 3 | -431.46658 |
| 4 | -5184.08668 |
| 5 | -5637.32201 |
| 6 | -6081.32093 |
| 7 | -497.00192 |
| 8 | -5145.70949 |
| 9 | -286.49977 |
| 10 | -1001.12138 |